1.
C9H15OP2 as an isolated structure, computed with ωB97M-V/def2-TZVPD.

```
27
Properties=species:S:1:pos:R:3:nbo_charge:R:1
C 3.89645 -0.73045 0.74968 -0.111
C 2.86414 -1.66442 0.54194 -0.193
C 3.63361 0.64203 0.39674 -0.196
C 1.67843 -1.26516 0.11252 -0.133
C 2.37164 1.06928 -0.07215 -0.143
C 1.38862 0.11015 -0.17687 -0.513
C -3.81918 -1.14869 0.58628 -0.606
C -2.74472 -0.30154 -0.10543 -0.418
C -1.31834 -0.49027 0.44329 -0.790
O -0.93905 0.82016 -2.57320 -0.866
P -0.87210 2.67623 0.31296 0.154
P -0.25181 0.65451 -0.42818 1.414
H 4.92789 -0.90040 1.14285 0.254
H 2.99904 -2.64779 0.74040 0.235
H 4.42588 1.37517 0.52759 0.239
H 0.83549 -1.84378 -0.12633 0.211
H 2.21281 2.15021 -0.17447 0.236
H -3.30932 -2.13758 0.56899 0.212
H -4.63454 -1.09133 -0.18135 0.243
H -3.97099 -0.67168 1.58076 0.224
H -2.66180 -0.33969 -1.20512 0.238
H -3.09270 0.74964 -0.05057 0.206
H -0.83248 -1.58352 0.30413 0.265
H -1.31180 -0.11421 1.46666 0.274
H -0.20793 0.61551 -3.15627 0.475
H -1.55280 2.79742 -0.91736 0.064
H 0.28555 3.27022 -0.30752 0.026
```

Values from the calculation:
Energy above the lowest of the compared OMol25 structures with the same formula, charge and spin in kcal/mol: 61.1
Highest occupied orbital energy in eV: -13.57
LUMO energy in eV: -5.31
Net charge: +1

2.
C16H24N2SiTl as an isolated structure, computed with ωB97M-V/def2-TZVPD.

```
44
Properties=species:S:1:pos:R:3:mulliken_charge:R:1
C -1.18366 1.12963 -3.87511 -0.704
C 0.19066 0.88269 -4.07176 -0.421
C 0.92924 1.58710 -3.09796 -0.548
C 0.02313 2.25689 -2.25395 -0.502
C -1.30181 2.04029 -2.78358 -0.516
Tl -1.30131 0.36421 -0.99280 0.491
N -1.39672 -1.76325 -1.25476 -0.438
C -0.63291 -3.04722 -1.78019 -0.294
C 0.62504 -2.54804 -2.45523 -0.897
H 2.03774 1.65889 -3.06813 0.386
H 0.64133 0.31243 -4.90515 0.451
H 0.28811 2.89684 -1.39767 0.449
H -2.22499 2.50026 -2.38769 0.553
H -2.00516 0.72213 -4.49372 0.314
H 0.56178 -2.17136 -3.47429 0.333
H -1.16997 -3.74533 -2.42196 0.324
H -2.50230 -1.75537 -1.16977 0.103
H 1.55766 -2.42125 -1.88590 0.321
H -0.30608 -3.42870 -0.81125 0.200
C 2.90036 0.13099 -0.33016 -0.586
Si 1.86917 0.16672 1.20032 -0.056
C 2.17700 -1.35590 2.22648 -1.047
C 2.17653 1.71603 2.17897 -1.140
N 0.06836 0.10611 0.79787 0.186
C -0.92580 0.17617 1.74321 -0.512
C -1.63588 -1.02059 2.05456 0.114
C -2.70320 -1.00218 2.96086 -0.696
C -3.12895 0.19827 3.53388 -0.348
C -2.51480 1.40736 3.17016 -0.638
C -1.43941 1.42397 2.28441 -0.140
H 3.96444 0.07199 -0.13136 0.444
H 2.72359 1.03414 -0.91438 0.053
H 2.63367 -0.72696 -0.94509 0.006
H 3.18646 -1.36207 2.63602 0.386
H 1.47444 -1.39777 3.06040 0.301
H 2.05747 -2.24575 1.60799 0.249
H 2.03380 2.59558 1.55714 0.295
H 1.49519 1.77615 3.02334 0.322
H 3.18548 1.77735 2.56954 0.393
H -1.30090 -1.91276 1.52690 0.350
H -3.23267 -1.92364 3.13693 0.365
H -4.00039 0.20193 4.17692 0.343
H -2.93433 2.34133 3.49841 0.355
H -0.95942 2.35266 1.95754 0.396
```

Values from the calculation:
Energy above the lowest of the compared OMol25 structures with the same formula, charge and spin in kcal/mol: 0.0
Highest occupied orbital energy (alpha / beta) in eV: -3.97 / -2.99
LUMO energy (alpha / beta) in eV: 2.37 / 2.88
Net charge: -1

3.
A 2-piece molecular cluster, C11H17N4O7P overall, computed with ωB97M-V/def2-TZVPD.

```
40
Properties=species:S:1:pos:R:3:nbo_charge:R:1
C 2.02351 -0.38392 0.89537 -0.634
C 1.76137 0.94093 0.17751 -0.219
N 0.33992 1.22975 0.14488 -0.445
N 0.00242 2.43209 -0.51735 -0.379
C 0.16916 3.69179 0.20704 -0.238
C -0.67656 4.02154 1.43225 -0.245
N -0.32033 3.27184 2.64434 -0.856
C -1.15187 2.25086 -1.29678 0.918
O -1.15901 1.98538 -2.45304 -0.496
O -2.37662 2.44932 -0.63471 -0.830
P -3.13585 1.07206 -0.15950 1.473
N -4.63468 1.84730 0.19723 -1.169
O -2.57563 1.03158 1.39747 -1.011
H 2.81768 -0.96346 0.43301 0.305
H 1.12023 -0.99220 0.85506 0.228
H 2.24879 -0.19868 1.95275 0.157
H 2.11788 0.88656 -0.85124 0.225
H 2.33841 1.74072 0.67362 0.124
H -0.08924 1.20426 1.06126 0.339
H 1.21746 3.74614 0.51332 0.201
H 0.03599 4.49669 -0.52353 0.197
H -0.52116 5.08862 1.63736 0.163
H -1.73923 3.90332 1.23813 0.207
H 0.54515 2.76374 2.53306 0.358
H -1.05165 2.61693 2.87521 0.367
H -5.29220 1.59259 -0.53318 0.372
H -4.99011 1.47801 1.07261 0.374
H -2.82358 0.18171 1.78541 0.494
C 0.54790 -3.80721 -2.40958 -0.572
C 0.32548 -5.18394 -2.23923 0.408
C 1.14464 -5.87368 -1.10305 0.426
O 0.94692 -7.07332 -0.84869 -0.695
C 2.10336 -5.09345 -0.40251 -0.574
C 2.33568 -3.72680 -0.58815 0.416
C 1.44408 -3.01649 -1.65333 0.417
O 1.55508 -1.78398 -1.79984 -0.715
O 3.18392 -3.03925 0.02607 -0.741
O -0.46411 -5.88143 -2.90490 -0.707
H -0.01140 -3.27218 -3.17384 0.180
H 2.68823 -5.63374 0.33950 0.175
```

Values from the calculation:
Highest occupied orbital energy in eV: 0.20
LUMO energy in eV: 3.99
Net charge: -2

What is the formula in the third record?
C11H17N4O7P

What is the net charge in the third record?
-2

Which of these has the lowest net charge?
C11H17N4O7P